61
Properties=species:S:1:pos:R:3:forces:R:3 method="wB97M-V/def2-TZVPD" lumo_energy_ev="-2.30 / -2.42" max_force_ev_per_a=2.0 spin_multiplicity=2 total_charge=+1 gap_ev="8.715 / 8.534"
Mn -0.05952 -0.21928 -0.51272 1.1 1.6 -0.5
C 1.31012 2.69383 -0.79165 0.2 -0.2 0.0
N -0.05189 2.15984 -0.69505 -0.4 -0.9 0.3
C -0.85398 2.45390 -1.88004 -0.2 0.0 -0.1
C -0.48905 1.56964 -3.03938 0.0 0.2 0.0
C -0.49306 2.04201 -4.34100 0.0 0.0 -0.1
C -0.27344 1.15297 -5.38196 0.0 -0.1 0.1
C -0.04518 -0.17948 -5.07848 0.0 0.1 0.0
C -0.02784 -0.56533 -3.74938 0.1 -0.1 -0.1
N -0.24871 0.28883 -2.74688 0.1 -0.5 0.8
C -0.74584 2.58696 0.52147 -0.2 0.0 0.1
C -0.19526 1.92070 1.74971 0.0 0.0 0.1
C -0.53977 2.38029 3.01349 0.0 0.0 0.1
C -0.08382 1.69511 4.12461 0.0 0.0 -0.1
C 0.74019 0.59336 3.93982 0.0 0.0 0.0
C 1.04758 0.21938 2.64808 0.1 -0.1 0.0
N 0.57375 0.84894 1.56685 -0.4 -0.6 -0.1
C 2.42548 1.66912 -0.75968 0.0 0.0 0.0
C 3.74145 2.11812 -0.73348 0.0 0.0 0.0
C 4.77475 1.20018 -0.72512 -0.1 0.0 0.0
C 4.46515 -0.15277 -0.75410 0.0 0.0 0.0
C 3.13466 -0.51597 -0.78189 0.1 0.0 0.0
N 2.13532 0.37184 -0.78105 -0.9 -0.7 -0.1
H 1.41954 3.25029 -1.72723 0.0 0.1 0.0
H 1.48834 3.40520 0.01928 0.0 0.0 0.0
H -1.89765 2.23541 -1.64043 0.0 0.0 0.1
H -0.79043 3.50804 -2.17178 0.0 0.0 0.0
H -0.68460 3.08785 -4.54050 0.0 0.0 0.1
H -0.28649 1.49363 -6.40839 0.0 0.0 0.0
H 0.11347 -0.90981 -5.85885 0.0 0.0 0.0
H 0.16653 -1.59287 -3.46912 0.0 0.0 0.0
H -0.72319 3.67741 0.64155 0.0 0.0 0.0
H -1.79302 2.28246 0.44445 0.0 0.0 -0.1
H -1.17967 3.24671 3.11808 0.0 0.0 0.0
H -0.36401 2.01651 5.11855 0.0 0.0 0.0
H 1.12773 0.03350 4.77881 0.0 0.0 0.0
H 1.70964 -0.61669 2.45034 -0.1 -0.1 0.0
H 3.94450 3.18137 -0.72254 0.0 0.0 0.0
H 5.80375 1.53194 -0.69750 0.0 0.0 0.0
H 5.24008 -0.90567 -0.76251 0.0 0.0 0.0
H 2.84250 -1.55858 -0.80904 0.0 0.0 0.0
Cl -2.31265 -5.36477 4.62082 0.0 -0.1 0.0
C -2.47207 -3.99216 3.58177 0.1 0.1 -0.1
C -3.71498 -3.41984 3.36070 -0.1 0.0 0.0
C -3.81499 -2.30016 2.55066 0.0 0.1 0.0
C -2.68999 -1.76284 1.93750 0.1 0.2 -0.1
C -1.45700 -2.37123 2.14452 -0.2 0.0 0.1
C -1.33690 -3.47220 2.97606 0.1 -0.1 0.0
C -2.83428 -0.51429 1.08345 0.0 -0.3 -0.1
O -3.82413 0.18121 1.19760 0.0 0.1 0.0
O -1.87468 -0.27959 0.24580 0.5 0.0 -0.5
H -4.59544 -3.84534 3.82243 0.0 0.0 0.0
H -4.77072 -1.81866 2.39184 0.0 0.0 0.0
H -0.58234 -1.96956 1.65503 0.1 0.2 0.1
H -0.37495 -3.93388 3.15958 0.0 0.0 0.0
N 0.36394 -3.20369 -1.91932 0.0 0.1 -0.1
N -0.15422 -2.55536 -0.74885 0.0 0.9 0.0
H -0.09798 -4.09360 -2.06758 0.0 -0.1 0.1
H 1.34788 -3.38530 -1.77732 0.1 0.0 0.0
H -0.02299 -3.11985 0.08569 -0.1 0.0 0.0
H -1.15965 -2.47775 -0.87569 -0.1 0.0 0.1